{
  "formula": "C6H14O3Sm",
  "method": "wB97M-V/def2-TZVPD",
  "elements": ["H", "C", "O", "C", "C", "O", "C", "C", "O", "C", "H", "H", "H", "H", "H", "H", "H", "H", "H", "H", "H", "H", "H", "Sm"],
  "xyz": [[1.53398, -1.47603, 0.23650], [0.53864, -3.85774, -4.57666], [1.96178, -3.90938, -4.69682], [2.50024, -2.62715, -4.48928], [2.54303, -2.38172, -2.99283], [1.15689, -2.14096, -2.65862], [1.12319, -0.46286, 0.35523], [-0.25367, -0.50260, 0.85796], [-0.99275, -1.47827, 0.43855], [-2.31569, -1.66820, 0.99023], [0.09704, -3.28837, -5.41627], [0.22973, -4.86697, -4.89426], [1.82885, -1.86685, -4.92996], [3.53491, -2.63364, -4.85613], [3.01733, -1.42420, -2.74829], [3.11842, -3.15144, -2.46674], [1.35314, 0.58470, 0.10014], [1.15543, -1.32159, -1.84699], [-0.77497, 0.41903, 1.15041], [1.24007, -0.39615, 1.58995], [-2.50327, -2.74457, 1.02348], [-2.33343, -1.30349, 2.02305], [-3.01748, -1.16177, 0.32024], [-0.66052, -3.44995, -2.39843]],
  "forces_ev_per_a": [[0.4, 0.8, -0.9], [1.4, -1.7, -2.0], [-2.6, 0.3, 0.9], [0.8, 0.4, 0.3], [1.6, 1.5, -1.1], [-1.0, 3.3, 5.3], [-2.2, 0.2, 5.1], [-0.4, 0.2, -4.7], [1.5, -0.1, 1.2], [-1.3, -0.2, 0.7], [0.0, 0.9, 0.7], [-0.2, -0.3, 0.8], [0.8, -0.1, -0.2], [-0.4, 0.2, -0.3], [0.3, -0.3, -0.5], [-0.9, -0.3, 0.3], [0.9, -0.7, -0.3], [0.1, -3.3, -3.5], [0.3, -0.3, 1.0], [1.0, 0.1, -1.3], [0.1, 0.2, -0.1], [-0.2, 0.1, -0.3], [0.0, 0.0, 0.3], [0.1, -0.8, -1.4]],
  "charge": 3,
  "e_lumo_ev": [-12.456, -12.602],
  "largest_force_ha_per_bohr": 0.1233,
  "e_above_lowest_kcal_mol": 27.55,
  "orbital_gap_ha": [0.26566, 0.22278],
  "homo_ev": [-19.685, -18.664],
  "s2": 9.09,
  "multiplicity": 6
}